Entry from OMol25: C2H3ClO2PS as an isolated structure at a distorted geometry (the ωB97M-V functional and the def2-TZVPD basis).

Values from the calculation:
Charge ... -1
Total energy ... -1428.302219 Ha
Frontier orbital gap ... 0.2640 hartree
Highest occupied orbital energy ... -3.9 eV
Energy relative to the best compared isomer or geometry (same formula, charge and spin) ... 1.968 eV

XYZ file:
```
10
Properties=species:S:1:pos:R:3:forces:R:3
C 0.20455 0.50105 0.99651 -3.1763 1.8036 0.0151
C -1.05459 -0.15535 0.82599 3.1793 0.4096 0.1953
O 1.16467 -1.60389 -0.88671 -0.7668 2.6435 -0.8011
O 1.36398 1.05664 -1.49495 0.1901 0.2039 0.1785
P 0.69391 -0.17822 -1.09229 0.3338 -3.5671 0.1514
S 1.61758 -0.10717 1.59906 0.9968 -0.0546 1.1108
Cl -0.90508 -0.32581 -2.39950 -0.4575 0.0348 -0.1141
H 0.08241 1.63777 0.79737 0.5164 -1.7600 0.0196
H -1.90220 0.29086 0.43742 -1.2925 1.4531 -0.8480
H -1.26522 -1.11588 1.21712 0.4769 -1.1667 0.0925
```
Positions in Å, forces in eV/Å.

Entry from OMol25: a 11-piece molecular cluster, C3H28O10S overall at a distorted geometry (the ωB97M-V functional and the def2-TZVPD basis).

Values from the calculation:
Charge ... 0
Total energy ... -1281.658862 Ha
Frontier orbital gap ... 0.3229 hartree
Highest occupied orbital energy ... -8.7 eV
Structure (SMILES) ... CCSC.O.O.O.O.O.O.O.O.O.O
Energy relative to the best compared isomer or geometry (same formula, charge and spin) ... 0.000 eV

XYZ file:
```
42
Properties=species:S:1:pos:R:3:forces:R:3
C 1.45541 -1.60160 0.67628 0.0659 -1.6669 -0.4960
C 1.06301 -0.33819 -0.04200 0.0040 0.1144 -0.1253
S 1.60764 1.25297 0.63490 0.4463 0.1080 0.5433
C 1.61892 1.09352 2.45184 0.2980 -0.5380 -0.2687
H 1.08547 -2.44529 0.07307 -0.1253 0.1944 -0.0011
H 1.04203 -1.84052 1.65577 -0.0207 0.8266 -0.3750
H 2.51739 -1.82388 0.71630 0.3293 0.5518 0.1468
H -0.02825 -0.34035 -0.20772 0.4086 0.1896 0.0463
H 1.59963 -0.30917 -1.00864 -0.5817 -0.1747 0.2748
H 0.59892 1.17196 2.81908 0.2128 0.2799 0.3450
H 2.07367 0.17455 2.82229 -0.3230 -0.4071 -0.4201
H 2.34614 1.80991 2.83790 -0.6208 0.5765 -0.1148
O 3.95152 2.58926 -1.35872 0.7831 0.1819 -0.7608
H 3.29823 3.22758 -1.08978 -0.1753 0.2932 0.9284
H 4.10826 1.94520 -0.66016 -0.4738 0.1901 0.2676
O -2.42072 -0.90248 2.71868 0.0256 0.0796 -0.1217
H -3.02592 -1.04997 3.45219 -0.0544 0.0175 -0.1420
H -2.91136 -1.17244 1.90749 0.3214 -0.1281 0.8228
O 0.44290 -1.99590 3.98581 -0.2207 0.0598 1.1512
H 0.64335 -2.12972 3.06871 -0.1560 0.0072 -0.3923
H -0.36811 -1.46840 4.02527 0.1574 -0.1732 -0.3914
O -1.91449 2.17524 -0.94161 0.4234 0.4412 -0.0979
H -1.13643 2.50231 -1.43359 -0.3259 -0.0898 0.0542
H -2.13203 2.94704 -0.40323 -0.1494 -0.3277 0.0808
O -3.49500 -2.08361 0.58994 -0.1493 -0.1803 -0.1939
H -3.74889 -1.35220 0.00881 -0.1293 -0.0852 -0.4467
H -4.04737 -2.84024 0.35336 0.1137 0.2728 0.0335
O 0.21217 3.12590 -2.49262 0.2798 -0.0888 -0.3674
H 0.56059 2.22258 -2.63092 0.1695 0.2727 0.1699
H 0.67976 3.66054 -3.15069 -0.3584 -0.0768 0.2392
O -1.01023 -4.33196 1.42511 -0.3005 0.5551 0.0873
H -0.65366 -4.33608 2.31594 0.1981 -0.2169 0.2286
H -1.57524 -3.54219 1.45297 0.0636 -0.1873 -0.2738
O -0.58771 -1.20989 -3.45125 0.3102 0.1299 0.2221
H -1.17930 -1.08611 -2.69932 0.0087 -0.0905 -0.1116
H 0.30534 -1.13620 -3.08003 -0.3226 -0.0053 -0.1093
O -3.51506 -0.05720 -1.53439 -0.0023 -1.4709 0.7378
H -2.62371 0.19387 -1.28319 0.0331 0.7257 0.0154
H -3.79454 0.53451 -2.21460 -0.0935 0.7246 -0.5294
O 2.21973 1.21423 -2.72255 -0.4247 0.5735 -0.6703
H 2.18948 1.45346 -3.66569 0.2249 -0.3270 0.4210
H 2.68898 1.97004 -2.27644 0.1298 -1.1316 -0.4065
```
Positions in Å, forces in eV/Å.